(1)
The following is a DFT calculation (ωB97M-V/def2-TZVPD) of a cluster of 9 separate species, C31H71BFN8O11 in total in a non-equilibrium geometry.

LUMO level	1.0530	eV
total charge	-1
frontier orbital gap	4.76	eV
E	-2614.2340	Eh

```
123
Properties=species:S:1:pos:R:3:forces:R:3:mulliken_charge:R:1
C -8.106 2.968 -1.082 1.09 -0.53 0.54 -0.928
C -7.477 1.768 -2.026 0.26 1.04 -1.58 0.201
C -5.882 1.474 -1.772 -0.29 0.42 -1.07 -0.820
B -5.508 0.910 -0.273 0.79 0.13 -0.44 1.079
O -5.995 1.609 0.932 0.35 3.10 1.23 -0.780
C -4.993 2.697 1.160 0.60 -2.77 -1.01 -0.073
O -5.179 3.526 2.395 -2.27 -2.09 -1.93 -0.510
C -3.646 1.706 1.124 -1.20 2.02 0.02 0.615
C -3.336 0.928 2.533 -0.11 -0.90 0.25 -0.463
C -3.704 -0.672 2.528 -0.05 0.74 0.79 -0.362
F -2.986 -1.428 1.446 -1.75 1.49 2.37 -0.302
O -4.016 0.945 -0.080 2.53 1.49 2.50 -0.533
H -8.975 3.571 -1.584 1.36 -1.35 0.92 0.351
H -8.405 2.462 -0.052 0.46 1.43 -2.04 0.115
H -7.241 3.761 -0.865 -1.86 -1.75 -0.37 0.265
H -7.562 2.169 -3.147 -0.01 -1.02 2.38 0.189
H -8.129 0.769 -2.008 1.55 2.20 0.23 0.009
H -5.180 2.403 -1.993 -1.70 -1.39 0.04 0.167
H -5.570 0.639 -2.560 -0.57 1.72 1.54 0.066
H -5.775 -0.234 -0.313 -0.91 -1.31 0.53 -0.453
H -4.905 3.288 0.128 -0.32 -0.48 2.52 0.145
H -6.163 3.375 2.618 2.23 0.29 -0.57 0.343
H -2.794 2.515 1.066 -0.96 -1.87 -0.74 -0.316
H -3.980 1.426 3.403 1.21 -1.11 -1.88 0.284
H -2.204 1.027 2.898 -2.33 -0.10 -1.06 0.121
H -3.305 -1.105 3.565 -0.86 0.63 -2.36 0.300
H -4.887 -0.801 2.459 2.81 0.01 -0.38 0.223
C -11.380 -0.252 -4.866 -0.06 -0.22 -0.34 -1.267
C -10.482 0.475 -3.906 1.03 0.54 0.48 0.913
O -9.323 0.771 -4.190 -0.94 -0.38 -0.36 -0.603
N -10.987 0.810 -2.683 0.25 -0.13 -0.75 0.052
C -12.310 0.555 -2.164 0.13 0.57 0.51 -0.995
H -10.837 -0.450 -5.795 0.02 0.16 0.26 0.303
H -11.690 -1.209 -4.438 -0.23 0.16 0.01 0.226
H -12.254 0.362 -5.101 -0.07 -0.21 0.07 0.369
H -10.323 1.298 -2.093 -0.06 -0.09 -0.10 0.103
H -12.766 1.516 -1.913 -0.23 0.00 -0.02 0.326
H -12.207 -0.042 -1.255 -0.39 0.20 -0.26 0.272
H -12.944 0.027 -2.877 0.25 0.07 0.19 0.348
C 0.709 5.005 3.054 0.07 0.23 0.18 -1.331
C 0.391 3.540 2.950 -0.29 -0.84 -0.08 0.996
O 0.224 2.835 3.943 0.18 0.24 -0.09 -0.708
N 0.289 2.992 1.704 0.17 0.32 0.96 0.148
C 0.449 3.644 0.427 -0.12 -0.34 -0.24 -0.914
H 0.757 5.293 4.107 -0.10 -0.22 -0.17 0.264
H 1.680 5.211 2.595 -0.26 0.19 -0.18 0.229
H -0.075 5.594 2.570 0.19 0.03 -0.07 0.410
H 0.073 2.002 1.717 0.00 0.21 -0.13 -0.034
H -0.481 3.524 -0.134 0.14 0.13 -0.18 0.287
H 1.260 3.144 -0.110 -0.08 0.21 -0.20 0.241
H 0.679 4.706 0.526 0.01 -0.21 0.13 0.386
C 4.103 3.840 3.027 -0.12 0.04 0.26 -1.389
C 4.180 4.326 1.607 -0.06 0.38 -0.82 0.813
O 3.596 5.340 1.230 0.18 -0.29 0.25 -0.693
N 4.928 3.605 0.722 -0.48 0.58 0.55 -0.103
C 5.682 2.398 0.966 0.16 0.04 -0.35 -0.584
H 3.473 4.518 3.610 0.17 -0.14 -0.23 0.320
H 3.658 2.842 3.059 0.14 0.03 0.11 0.363
H 5.101 3.828 3.474 -0.09 -0.18 0.00 0.463
H 4.930 3.994 -0.214 -0.01 -0.17 0.22 0.230
H 6.727 2.596 0.716 -0.09 -0.38 0.07 -0.045
H 5.296 1.618 0.305 0.26 -0.15 0.16 0.295
H 5.612 2.065 2.002 -0.13 0.16 -0.14 0.338
C -11.726 -3.568 -0.052 -0.09 0.07 0.26 -1.448
C -11.649 -3.083 -1.472 -0.07 0.45 -0.76 0.861
O -12.233 -2.069 -1.849 0.18 -1.12 0.25 -0.608
N -10.901 -3.804 -2.357 -0.54 0.42 0.45 -0.110
C -10.147 -5.010 -2.113 0.15 0.10 -0.45 -0.893
H -12.356 -2.891 0.531 0.14 -0.08 -0.26 0.280
H -12.171 -4.566 -0.020 0.18 0.01 0.09 0.395
H -10.728 -3.580 0.395 -0.11 -0.16 0.01 0.381
H -10.899 -3.414 -3.293 0.08 -0.09 0.26 0.196
H -9.102 -4.812 -2.362 0.03 -0.28 0.16 0.298
H -10.533 -5.790 -2.774 0.18 -0.20 0.17 0.289
H -10.217 -5.344 -1.077 -0.04 0.16 -0.18 0.342
C -0.314 -1.575 0.694 0.04 0.22 -0.02 -0.807
C 0.715 -1.292 -0.364 0.21 0.60 -0.27 0.709
O 0.942 -0.153 -0.767 0.02 -0.45 0.24 -0.691
N 1.409 -2.346 -0.884 -0.16 0.51 0.14 -0.101
C 1.290 -3.745 -0.548 0.25 0.18 -0.34 -0.824
H -0.781 -0.638 1.008 0.11 -0.29 -0.24 -0.147
H -1.092 -2.232 0.295 0.08 0.07 0.23 0.438
H 0.162 -2.033 1.566 -0.13 -0.13 -0.04 0.387
H 2.083 -2.075 -1.590 -0.05 -0.22 0.11 0.231
H 2.264 -4.092 -0.195 -0.11 -0.30 0.05 0.145
H 1.021 -4.290 -1.456 -0.01 -0.27 0.20 0.267
H 0.539 -3.927 0.222 0.10 0.17 -0.14 0.402
C 5.587 -2.972 -0.353 -0.06 0.26 0.13 -1.247
C 5.098 -3.775 -1.525 -0.70 0.12 -0.81 0.730
O 4.246 -3.347 -2.301 0.47 -0.23 0.51 -0.632
N 5.629 -5.017 -1.719 -0.26 0.50 0.00 -0.164
C 6.629 -5.693 -0.928 -0.13 -0.29 -0.35 -0.828
H 5.072 -2.008 -0.331 0.05 -0.27 -0.12 0.245
H 5.369 -3.500 0.580 0.19 0.05 -0.01 0.366
H 6.661 -2.788 -0.446 -0.05 -0.07 0.18 0.427
H 5.250 -5.495 -2.528 0.10 0.12 0.22 0.241
H 7.478 -5.921 -1.578 0.16 -0.09 0.28 0.278
H 6.197 -6.627 -0.561 0.28 -0.02 0.19 0.278
H 6.969 -5.092 -0.083 -0.14 -0.04 -0.19 0.314
C 9.658 3.225 -0.503 -0.08 0.26 0.11 -1.291
C 9.143 1.905 -1.005 -0.67 -0.71 -0.34 0.764
O 7.942 1.677 -1.132 0.59 0.20 0.07 -0.645
N 10.054 0.941 -1.326 -0.64 0.52 0.15 -0.109
C 11.494 1.013 -1.249 0.02 -0.57 -0.12 -0.522
H 8.815 3.887 -0.290 0.11 -0.25 -0.10 0.274
H 10.224 3.079 0.421 0.11 0.10 -0.16 0.346
H 10.284 3.697 -1.264 0.08 -0.02 0.20 0.421
H 9.631 0.082 -1.657 0.10 0.26 0.08 0.226
H 11.896 0.834 -2.249 0.27 0.12 0.09 0.285
H 11.836 0.221 -0.578 0.34 0.29 -0.05 -0.019
H 11.844 1.978 -0.882 -0.15 -0.19 -0.04 0.298
C 12.484 -2.695 0.918 -0.05 -0.10 -0.26 -1.289
C 12.895 -1.507 1.742 0.32 0.93 0.18 0.772
O 13.241 -0.444 1.230 -0.18 -0.58 0.16 -0.662
N 12.878 -1.632 3.101 0.05 0.15 -0.75 -0.163
C 12.507 -2.785 3.886 0.10 0.30 0.34 -0.808
H 12.550 -2.442 -0.144 0.04 0.06 0.29 0.276
H 13.154 -3.537 1.114 -0.21 -0.04 0.01 0.407
H 11.450 -2.968 1.144 0.14 -0.16 0.02 0.355
H 13.167 -0.790 3.586 -0.09 -0.22 -0.12 0.243
H 11.675 -2.500 4.534 0.00 -0.33 0.05 0.281
H 13.364 -3.063 4.504 -0.19 -0.27 0.06 0.282
H 12.213 -3.634 3.268 0.07 0.23 0.04 0.314
```
Forces are in eV/Å.

(2)
The following is a DFT calculation (ωB97M-V/def2-TZVPD) of the molecule C4H7NS2 in a non-equilibrium geometry.

LUMO level	-0.4221	eV
relative energy (zero: lowest compared OMol25 entry of this formula, charge and spin)	35.1	kcal/mol
frontier orbital gap	8.22	eV
structure (SMILES)	S=C1CN[C@H]1CS
E	-1007.6782	Eh

```
14
Properties=species:S:1:pos:R:3:forces:R:3:mulliken_charge:R:1
S -1.656 -1.674 0.931 0.33 -0.32 -1.07 -0.316
C -0.531 -1.081 -0.072 -0.84 0.46 0.85 0.096
C -0.264 -0.865 -1.549 -0.68 -0.45 -0.58 -0.307
N 0.979 -0.171 -1.206 0.78 0.33 -0.26 -0.558
C 0.667 -0.210 0.230 -0.16 -0.49 0.02 0.188
C 0.302 1.152 0.780 -0.73 -0.10 0.39 -0.883
S -0.166 1.022 2.548 0.84 0.96 -0.16 -0.155
H -0.143 -1.779 -2.153 0.04 0.28 0.24 0.265
H -1.019 -0.233 -2.051 0.08 -0.27 0.27 0.241
H 1.021 0.793 -1.524 0.01 -0.27 -0.25 0.307
H 1.398 -0.727 0.861 0.13 0.31 -0.07 0.319
H 1.186 1.765 0.697 0.32 0.38 0.26 0.369
H -0.496 1.651 0.182 0.43 -0.48 0.42 0.358
H -1.278 0.358 2.327 -0.55 -0.36 -0.06 0.077
```
Forces are in eV/Å.

(3)
The following is a DFT calculation (ωB97M-V/def2-TZVPD) of a structure of composition C4H14AuClN3O12P2.

LUMO level	-5.6875	eV
total charge	+1
relative energy (zero: lowest compared OMol25 entry of this formula, charge and spin)	0.0	kcal/mol
frontier orbital gap	8.22	eV
E	-2506.2102	Eh

```
37
Properties=species:S:1:pos:R:3:forces:R:3:mulliken_charge:R:1
Au -0.054 -1.245 -0.112 0.22 0.17 -0.09 1.331
C -3.352 -2.506 -3.138 -0.02 0.00 0.03 -0.635
O -3.355 -2.814 -1.702 -0.02 -0.04 0.00 -0.378
C -2.330 -2.461 -1.021 -0.02 0.04 0.08 1.003
O -1.308 -1.935 -1.532 -0.02 0.03 -0.03 -0.711
N -2.395 -2.745 0.302 0.10 -0.08 -0.04 -0.171
N -1.374 -2.207 1.119 -0.15 0.04 0.10 -0.480
H -4.280 -2.928 -3.500 0.01 0.01 -0.01 0.237
H -2.490 -2.978 -3.600 -0.01 0.00 -0.01 0.319
H -3.327 -1.427 -3.256 0.01 -0.01 -0.02 0.327
H -3.271 -3.005 0.734 -0.01 0.04 -0.03 0.289
H -0.959 -2.933 1.702 -0.02 0.00 -0.02 0.396
H -1.730 -1.434 1.700 0.03 0.00 -0.02 0.408
N 1.261 2.129 1.227 -0.15 0.02 0.09 0.000
C 2.309 1.369 0.434 0.09 0.19 0.00 0.588
C 3.596 2.192 0.435 0.03 -0.03 -0.01 -1.741
P 2.553 -0.242 1.249 -0.27 -0.04 -0.20 0.766
O 2.847 0.203 2.746 0.01 0.00 0.08 -0.547
O 3.519 -1.112 0.598 0.04 -0.02 0.01 -0.696
O 1.052 -0.743 1.409 0.07 -0.03 0.10 -0.634
P 1.748 1.152 -1.335 -0.30 -0.05 0.12 0.941
O 0.667 2.304 -1.466 0.27 -0.04 -0.02 -0.585
O 2.862 1.260 -2.255 0.08 0.03 -0.01 -0.660
O 0.968 -0.216 -1.394 0.14 -0.24 -0.17 -0.600
H 1.653 2.418 2.126 0.00 -0.03 -0.02 0.458
H 0.397 1.580 1.426 0.08 0.04 -0.09 0.066
H 0.974 2.966 0.708 -0.01 -0.07 -0.02 0.493
H 3.897 2.429 1.458 0.02 0.01 0.00 0.497
H 3.472 3.113 -0.136 0.01 0.00 0.02 0.431
H 4.386 1.615 -0.042 -0.02 0.03 -0.02 0.420
H 3.596 -0.263 3.139 0.06 0.00 0.06 0.373
H -0.250 2.110 -1.192 -0.13 0.09 -0.01 0.453
O -1.630 2.368 -0.066 -0.04 0.08 0.00 -0.812
Cl -2.292 1.292 0.634 0.01 -0.15 0.07 1.900
O -2.559 0.212 -0.296 -0.07 -0.06 0.01 -0.560
O -3.469 1.718 1.279 -0.07 0.11 0.01 -0.640
O -1.330 0.763 1.623 0.03 -0.05 0.06 -0.843
```
Forces are in eV/Å.

(4)
The following is a DFT calculation (ωB97M-V/def2-TZVPD) of a structure of composition C37H31BrF4FeN5OP in a non-equilibrium geometry.

multiplicity	5
LUMO level (alpha / beta)	0.2471 / 0.2363	eV
relative energy (zero: lowest compared OMol25 entry of this formula, charge and spin)	21.7	kcal/mol
frontier orbital gap (alpha / beta)	4.26 / 5.43	eV
E	-6355.9866	Eh

```
81
Properties=species:S:1:pos:R:3:forces:R:3:mulliken_charge:R:1
Fe 0.341 -0.332 -0.058 -0.91 -0.58 -0.89 1.547
C -2.929 1.048 -0.618 0.06 0.07 0.02 -1.121
N -2.004 1.113 0.498 -0.37 0.25 0.23 0.041
C -2.508 0.719 1.797 -0.05 0.06 -0.16 -1.485
C -2.127 -0.696 2.103 0.15 -0.12 -0.07 0.395
N -1.388 -1.444 1.333 0.13 0.58 -0.30 0.180
C -1.222 -2.630 2.003 -0.27 -0.26 0.72 -0.318
C -0.523 -3.769 1.627 -0.14 0.14 0.06 -0.118
C -0.482 -4.810 2.530 0.09 -0.07 -0.11 -0.793
C -1.116 -4.729 3.772 -0.06 0.06 0.15 -0.444
C -1.835 -3.611 4.153 -0.06 -0.01 0.09 -1.181
C -1.885 -2.565 3.248 0.45 -0.41 -0.50 0.513
N -2.467 -1.319 3.270 -0.16 0.22 0.07 -0.095
C -2.424 0.165 -1.719 0.25 -0.25 -0.11 -0.253
N -1.454 -0.703 -1.612 0.05 0.45 0.60 0.357
C -1.392 -1.356 -2.817 -0.47 0.11 -0.68 -0.357
C -0.583 -2.409 -3.221 -0.08 0.21 0.08 0.272
C -0.747 -2.886 -4.505 0.21 -0.13 0.10 -0.766
C -1.691 -2.338 -5.373 -0.16 0.15 -0.06 -0.494
C -2.518 -1.298 -4.983 0.00 -0.08 -0.09 -1.178
C -2.364 -0.825 -3.691 0.51 -0.42 0.02 0.446
N -3.006 0.148 -2.961 -0.06 0.12 0.30 -0.078
H -3.126 2.050 -1.026 -0.03 -0.18 0.03 0.437
H -3.895 0.633 -0.289 0.14 0.14 -0.02 0.402
H -1.525 2.000 0.537 0.19 -0.16 -0.14 0.241
H -3.604 0.825 1.871 0.18 0.03 0.10 0.511
H -2.059 1.357 2.565 -0.08 0.03 -0.04 0.434
H -0.034 -3.809 0.667 0.02 -0.05 -0.06 0.693
H 0.058 -5.708 2.273 0.07 -0.12 -0.02 0.461
H -1.033 -5.554 4.461 -0.03 -0.13 0.05 0.400
H -2.324 -3.554 5.114 -0.03 -0.04 0.09 0.396
H -2.984 -0.919 4.035 0.01 0.02 -0.09 0.208
H 0.131 -2.820 -2.527 0.08 -0.10 0.02 0.302
H -0.128 -3.701 -4.847 0.05 -0.10 -0.05 0.468
H -1.780 -2.738 -6.372 -0.03 -0.02 -0.09 0.388
H -3.250 -0.887 -5.658 -0.12 0.06 -0.11 0.403
H -3.759 0.735 -3.278 0.07 -0.03 0.07 0.214
F 6.355 -0.281 3.555 -0.62 -0.36 -0.59 -0.291
C 5.404 -0.682 2.687 0.08 -0.37 -0.25 0.454
C 5.663 -1.689 1.736 0.69 0.53 1.06 0.282
F 6.866 -2.295 1.722 -0.46 0.33 0.00 -0.302
C 4.686 -2.080 0.857 -1.28 -0.10 -0.47 0.014
F 4.983 -3.124 0.058 0.20 0.49 0.25 -0.445
C 3.395 -1.495 0.806 1.52 1.06 1.24 -0.558
P 2.222 -1.724 -0.577 -1.21 0.01 -0.06 2.971
C 3.175 -1.272 -2.088 0.32 0.32 -0.01 0.377
C 2.720 -0.169 -2.808 -0.34 -0.34 0.28 0.102
C 3.403 0.300 -3.911 0.25 0.07 -0.36 -0.675
C 4.568 -0.330 -4.323 -0.15 0.05 0.07 -0.638
C 5.010 -1.454 -3.643 0.15 0.01 -0.14 -0.915
C 4.323 -1.927 -2.541 -0.13 0.04 0.09 -0.226
C 2.324 -3.558 -0.732 -0.07 0.16 0.11 0.132
C 2.402 -4.368 0.397 0.01 0.03 -0.15 -0.882
C 2.402 -5.745 0.270 -0.09 -0.03 0.12 -0.688
C 2.298 -6.332 -0.980 0.07 -0.15 -0.10 -0.899
C 2.233 -5.533 -2.108 -0.11 -0.13 -0.08 -0.899
C 2.237 -4.158 -1.982 -0.01 0.11 0.02 -0.817
C 3.158 -0.525 1.826 -0.48 -1.25 -0.73 -0.323
Br 1.369 0.106 2.165 0.89 -0.07 0.07 -0.213
C 4.115 -0.161 2.744 0.37 0.33 0.33 0.120
F 3.801 0.713 3.718 0.33 -0.23 -0.20 -0.323
H 1.792 0.284 -2.477 0.05 0.18 0.09 -0.466
H 3.033 1.153 -4.465 -0.06 0.03 0.04 0.453
H 5.114 0.041 -5.178 0.05 0.01 -0.07 0.394
H 5.897 -1.970 -3.980 0.08 -0.05 -0.01 0.427
H 4.671 -2.823 -2.057 0.05 -0.05 0.06 0.411
H 2.466 -3.917 1.377 0.02 0.01 0.11 0.609
H 2.478 -6.361 1.153 0.00 -0.10 0.11 0.556
H 2.274 -7.408 -1.078 0.06 -0.10 0.02 0.399
H 2.182 -5.973 -3.094 -0.04 -0.10 -0.05 0.461
H 2.190 -3.540 -2.867 0.03 0.01 -0.11 0.699
C 2.724 3.152 -0.708 -0.38 -0.32 0.06 -1.007
O 1.967 2.039 -0.238 2.70 1.44 1.39 -0.030
C 0.895 1.555 -0.845 -2.16 -1.46 -1.19 0.094
C 0.405 2.293 -2.067 0.19 0.00 0.78 -1.271
H 3.304 2.877 -1.591 0.03 0.06 -0.09 0.303
H 3.405 3.411 0.100 0.03 0.05 -0.03 0.262
H 2.085 4.010 -0.936 0.05 0.03 -0.03 0.314
H 1.202 2.529 -2.777 0.07 0.07 -0.32 0.423
H -0.057 3.239 -1.772 -0.17 0.41 -0.26 0.380
H -0.351 1.692 -2.563 -0.12 -0.08 -0.21 0.206
```
Forces are in eV/Å.